# 1
Here is 4 unconnected molecules or ions with the total composition C12H36ClN3O3 at a distorted geometry from OMol25. Energies are from the ωB97M-V functional and the def2-TZVPD basis.

multiplicity = 1
charge = +2
strongest force on any atom = 2.4 eV/A

The geometry in XYZ format:
```
55
C12H36ClN3O3, DFT the ωB97M-V functional and the def2-TZVPD basis
Cl 0.511 -0.505 -0.653
O -1.521 4.265 -0.610
O -4.076 -3.408 -1.656
O 4.822 1.011 3.052
N 2.946 -0.290 1.861
N -0.336 2.218 -0.640
N -1.111 -1.711 -2.912
C -2.536 1.474 -0.125
C -4.633 -3.683 -0.414
C -2.114 3.492 -1.665
C -2.973 -2.603 -1.588
C -2.346 -2.619 -2.927
C 5.671 1.903 3.729
C -1.914 -4.001 -3.377
C 3.649 -1.044 2.975
C -1.916 5.607 -0.683
C 4.680 -1.964 2.279
C 4.240 0.014 3.866
C -1.733 2.041 -1.248
H -5.087 -2.730 -0.005
H -1.212 -4.533 -2.714
H -2.225 -2.854 -0.801
H -2.061 0.656 0.409
H 4.173 -2.396 1.393
H -2.745 -4.709 -3.386
H -2.635 2.235 0.688
H -3.199 3.730 -1.698
H -3.000 5.711 -0.504
H -1.480 -4.016 -4.401
H -1.644 6.142 -1.641
H 3.593 0.450 1.605
H -3.888 -4.010 0.338
H 2.045 0.157 2.120
H -3.055 -2.206 -3.656
H 4.949 -0.449 4.554
H 4.977 -2.817 2.895
H 6.453 1.306 4.212
H 6.129 2.564 2.993
H -1.421 6.139 0.135
H 0.182 1.283 -0.586
H 0.171 2.944 -1.161
H -3.313 -1.548 -1.332
H 2.733 -0.858 1.067
H -0.493 -2.267 -3.508
H 2.872 -1.696 3.382
H -3.575 1.233 -0.352
H 3.426 0.438 4.473
H -1.652 3.875 -2.577
H -1.592 1.329 -2.067
H -0.504 2.597 0.309
H 5.638 -1.552 1.882
H 5.192 2.514 4.515
H -5.380 -4.439 -0.584
H -0.613 -1.666 -1.997
H -1.068 -0.755 -3.262
```

Quick look at the Mulliken charges, all values in e: Cl -0.84; O -0.37; O -0.34; O -0.39; N -0.25; N -0.16; N 0.11; C -1.42; C -0.69; C -0.77; C -0.53; C 0.39; C -0.77; C -1.54; C 0.31; C -0.74; C -1.38; C -0.73; C 0.62; H 0.27; H 0.41; H 0.42; H 0.31; H 0.40; H 0.38; H 0.44; H 0.46; H 0.29; H 0.44; H 0.30; H 0.33; H 0.32; H 0.33; H 0.19; H 0.46; H 0.38; H 0.32; H 0.26; H 0.28; H 0.14; H 0.33; H 0.22; H 0.27; H 0.39; H 0.37; H 0.39; H 0.44; H 0.43; H -0.03; H 0.40; H 0.31; H 0.32; H 0.27; H -0.03; H 0.31


# 2
Here is 12 unconnected molecules or ions with the total composition C57H145N7O19 at a distorted geometry from OMol25. Energies are from the ωB97M-V functional and the def2-TZVPD basis.

multiplicity = 1
SMILES = COCCNCCOC.COCCNCCOC.COCCNCCOC.COCCNCCOC.COCCNCCOC.COCCNCCOC.COCCNCCOC.CC(C)O.CC(C)O.CC(C)O.CC(C)O.CC(C)O
strongest force on any atom = 4.8 eV/A

The geometry in XYZ format:
```
228
C57H145N7O19, DFT the ωB97M-V functional and the def2-TZVPD basis
O 2.607 7.387 3.999
O -6.668 -3.622 2.649
O 3.923 -0.546 -0.110
O 3.847 -2.927 -3.384
O -1.938 -3.119 1.690
O 1.940 -3.724 2.122
O -4.985 -4.990 -2.104
O 3.766 3.237 0.816
O -0.773 -6.317 -3.317
O -7.184 1.372 -1.265
O -1.914 -1.573 -2.853
O 8.724 -2.814 -1.096
O -4.464 0.651 2.467
O 4.173 2.103 5.102
O -1.688 5.214 4.770
O -0.096 0.187 1.351
O 1.287 0.298 -5.355
O 0.266 3.447 -1.440
O -3.827 4.684 1.812
N 1.436 1.146 -0.771
N -6.825 -0.669 2.734
N 0.737 -5.034 -1.125
N -4.167 -2.963 -0.536
N 3.528 5.899 1.628
N -4.572 -0.670 -2.581
N 3.768 -0.658 -4.730
C 2.357 -4.230 3.350
C -5.779 -4.940 -3.262
C 8.673 -1.420 -1.585
C 0.489 0.074 -0.970
C -3.788 -2.050 0.530
C 2.541 0.292 4.577
C -3.193 -4.055 -0.886
C -3.283 -2.646 1.792
C -0.365 4.854 4.305
C -0.595 0.034 0.000
C -0.233 -7.050 -2.231
C 2.117 -0.038 -6.422
C 4.196 -1.844 0.079
C 4.992 0.144 3.966
C 1.918 4.537 -2.749
C 4.022 0.672 4.989
C 3.067 -1.112 -5.891
C -3.192 3.147 -0.021
C 0.974 1.675 -5.350
C 3.429 -0.311 -1.405
C -3.130 5.617 -0.297
C -2.621 -0.753 -3.854
C 3.806 -4.130 -2.661
C 5.018 2.624 0.525
C 0.593 5.747 -0.973
C 3.209 8.014 2.864
C -5.612 1.463 2.816
C 1.779 -4.716 1.087
C -5.404 0.025 -1.558
C 5.030 -2.754 -4.035
C -2.904 4.488 0.706
C 2.926 7.795 5.276
C -1.202 -2.567 -3.566
C -7.903 -2.929 2.692
C -7.669 -1.568 1.901
C 7.685 -0.626 -0.818
C -8.130 2.315 -1.651
C 3.551 3.527 2.183
C -3.656 -4.586 -2.248
C 0.540 -1.002 1.798
C 1.203 4.467 -1.377
C -6.815 -4.923 3.269
C -3.490 0.118 -3.049
C -0.596 3.564 3.530
C -3.283 1.008 3.263
C 2.896 7.186 1.687
C 4.980 -1.244 -4.366
C 0.813 -4.150 0.008
C -6.800 0.754 2.242
C -0.186 -6.135 -0.993
C 2.795 4.815 2.262
C -0.970 -7.123 -4.485
C -1.526 -3.980 2.734
C -6.533 0.735 -2.302
C 2.719 1.001 -1.482
C 10.057 -0.816 -1.538
C 0.557 4.565 5.553
H 0.724 -7.526 -2.504
H -3.126 2.053 3.194
H 0.661 2.592 -1.090
H 0.084 0.265 -1.962
H -5.602 1.553 3.929
H -2.909 0.633 -2.312
H 3.443 -4.952 -3.276
H 8.319 -1.502 -2.582
H 2.407 -0.764 4.343
H -7.278 -1.801 0.922
H 3.161 7.723 0.770
H 4.499 3.722 2.617
H -1.822 -0.248 -4.416
H -0.750 -3.213 -2.833
H 2.823 8.903 5.418
H 4.285 8.169 3.033
H -5.821 -5.367 3.321
H -3.320 4.568 2.648
H 6.686 -1.088 -0.879
H 3.430 1.729 -0.999
H -3.294 -1.292 -4.519
H -3.233 -1.987 2.613
H 1.319 5.238 -3.430
H -1.846 -7.819 -4.248
H -5.800 -0.797 -0.931
H 3.969 7.550 5.533
H -0.139 -4.056 0.469
H -2.192 -4.846 2.969
H 3.111 -4.095 -1.852
H 5.259 -3.339 -4.907
H 3.333 -4.712 3.327
H 0.860 -0.932 -1.154
H 5.826 -2.967 -3.297
H 4.735 0.524 2.985
H 5.395 -0.683 -3.595
H 0.309 5.393 6.256
H 1.688 -4.883 3.871
H 2.293 7.242 6.017
H -1.396 2.994 4.021
H -0.233 5.941 -1.592
H 0.367 2.981 3.446
H 1.912 4.184 -0.629
H -8.686 1.878 -2.482
H 1.856 0.493 5.440
H -7.142 0.062 -2.944
H 7.952 -0.626 0.274
H -7.248 -4.925 4.299
H 0.144 5.593 3.741
H 3.832 -1.446 -6.675
H 0.220 3.668 6.077
H 2.347 -1.947 -5.798
H -3.019 -5.317 -2.686
H -2.199 -3.679 -0.916
H -3.981 -3.466 2.057
H 1.839 2.293 -5.447
H 2.986 4.806 -2.746
H -7.564 3.168 -2.079
H -0.361 -2.151 -4.137
H -1.215 0.919 -0.153
H 4.942 -0.944 4.075
H 2.643 0.881 -6.781
H 5.844 3.271 0.967
H 1.698 1.263 0.220
H -4.873 0.797 -0.975
H 7.686 0.387 -1.273
H -3.586 -3.632 -2.790
H 4.774 -4.468 -2.309
H 10.801 -1.428 -2.150
H 3.686 5.718 0.689
H -4.327 3.117 -0.232
H -1.352 -3.446 3.683
H 3.231 -2.399 -0.016
H 5.786 -1.177 -5.193
H 3.883 2.545 5.924
H -2.765 6.516 0.080
H 0.547 -4.468 -1.965
H -8.684 -3.563 2.187
H -4.703 -1.411 0.757
H 1.585 -0.987 1.513
H -4.181 -1.552 -2.202
H -6.683 0.772 1.168
H 1.825 4.772 1.758
H 5.961 0.389 4.291
H -2.467 0.504 2.703
H 0.010 -1.840 1.371
H 1.522 -0.450 -7.335
H 0.250 5.708 0.090
H -3.183 -4.881 -0.176
H -6.083 1.562 -2.951
H -2.734 3.087 -0.985
H -1.242 -5.824 -0.835
H 4.230 -0.287 -2.138
H 4.552 -2.015 1.070
H -0.965 -7.839 -2.022
H 10.493 -0.757 -0.528
H 2.747 -4.972 0.677
H -8.158 -2.786 3.714
H -0.505 -4.319 2.537
H 0.482 1.935 -4.450
H 2.157 0.808 3.701
H 2.659 5.147 3.286
H 1.359 -5.701 1.453
H -5.643 -3.948 -3.790
H 10.022 0.228 -1.987
H -4.987 -3.444 -0.120
H -2.704 5.367 -1.317
H 0.457 -1.088 2.939
H -5.848 -0.897 2.783
H 4.308 0.241 5.955
H -1.855 -3.202 -4.210
H -1.173 -0.896 -0.092
H 9.280 -3.264 -1.726
H 2.455 -3.367 3.977
H 0.166 -6.722 -0.137
H -8.647 -1.174 1.813
H 2.684 8.950 2.715
H -3.094 -1.348 0.106
H -1.694 6.091 5.055
H 0.329 1.886 -6.287
H -6.845 -4.915 -2.953
H 1.623 4.731 5.249
H -0.090 -7.705 -4.775
H 1.796 7.102 1.652
H 5.209 2.682 -0.552
H -0.962 3.630 2.491
H -4.194 5.898 -0.424
H 3.118 -0.746 -3.930
H -1.885 4.448 1.097
H 4.878 -2.308 -0.658
H 1.339 6.549 -1.069
H -3.189 0.694 4.301
H -3.018 2.361 0.682
H -3.898 0.833 -3.746
H 1.269 -3.194 -0.309
H -8.849 2.582 -0.841
H -5.504 2.494 2.430
H -7.759 1.207 2.638
H 5.167 1.576 0.828
H -5.647 -5.698 -4.048
H 2.605 1.229 -2.566
H -7.506 -5.530 2.655
H 1.980 3.524 -3.130
H 2.988 2.723 2.695
H -1.201 -6.383 -5.258
H 2.779 -1.194 -1.691
```

Here are the Mulliken charges for atoms 1 to 99, given in e: O -0.04; O -0.07; O 0.78; O -0.04; O 0.63; O 0.26; O -0.37; O 0.19; O -0.02; O -0.03; O 0.93; O -0.59; O 0.08; O -0.56; O -0.56; O 0.56; O 0.08; O -0.60; O -0.69; N 1.61; N -0.42; N 0.09; N 0.14; N -0.39; N -0.07; N 0.31; C -0.94; C -0.78; C 0.53; C -0.91; C 1.96; C -0.32; C 0.26; C -1.45; C 0.72; C 1.87; C -1.07; C -0.69; C -0.48; C -1.17; C -0.92; C 0.25; C -0.43; C -0.14; C -0.96; C 0.22; C -1.89; C -1.13; C -0.64; C -1.34; C -1.27; C -0.97; C -0.80; C -1.46; C 1.09; C -0.38; C 2.12; C -0.83; C -0.57; C -1.05; C -0.21; C -0.66; C -0.95; C -0.61; C -0.85; C 0.05; C 2.67; C -0.82; C -0.12; C 0.13; C -0.77; C -0.42; C -1.05; C 1.87; C -0.28; C 0.21; C 0.60; C -0.90; C -0.75; C -0.91; C -0.02; C -1.30; C -1.05; H 0.41; H 0.21; H 0.29; H 0.07; H 0.47; H -0.23; H 0.33; H 0.18; H -0.09; H -0.10; H 0.53; H 0.71; H 0.34; H -0.35; H 0.29; H 0.44


# 3
Here is 11 unconnected molecules or ions with the total composition C60H125N5O17S3 at a distorted geometry from OMol25. Energies are from the ωB97M-V functional and the def2-TZVPD basis.

multiplicity = 1
strongest force on any atom = 9.1 eV/A

The geometry in XYZ format:
```
210
C60H125N5O17S3, DFT the ωB97M-V functional and the def2-TZVPD basis
S -16.898 33.590 2.273
S -17.957 31.048 -7.211
S -10.896 31.337 -15.543
O -24.992 28.665 -13.040
O -9.214 30.511 -4.190
O -25.299 25.790 1.384
O -21.317 33.875 -14.479
O -25.650 29.573 -11.250
O -10.302 32.752 -15.308
O -20.814 33.636 -16.443
O -20.826 38.724 -5.665
O -11.306 20.693 -2.332
O -19.421 31.046 -7.268
O -21.150 38.786 -7.827
O -21.740 40.643 -6.642
O -13.361 24.468 -15.860
O -12.395 39.020 -14.719
O -17.605 32.630 1.322
O -20.100 32.049 -15.044
O -26.418 30.382 -13.323
N -24.085 26.299 0.924
N -13.182 23.157 -15.463
N -9.271 31.764 -4.827
N -12.400 39.651 -13.529
N -12.581 20.868 -1.822
C -11.247 32.900 -3.885
C -11.929 21.447 -14.234
C -11.973 23.001 -14.648
C -23.484 26.577 3.327
C -9.358 34.205 -6.280
C -13.215 20.859 -13.616
C -21.343 37.450 -7.490
C -9.288 34.199 -4.780
C -24.755 27.762 -12.022
C -14.838 40.084 -12.976
C -20.580 37.443 -6.225
C -23.837 26.513 -0.504
C -9.706 32.918 -4.052
C -12.956 19.140 -0.199
C -21.410 26.657 0.010
C -17.479 29.475 -6.301
C -14.151 21.106 0.145
C -13.518 39.396 -12.517
C -14.547 22.341 -1.854
C -11.500 40.803 -13.484
C -9.201 31.636 -6.332
C -15.479 22.535 -16.128
C -8.035 30.753 -6.692
C -17.469 30.327 -8.802
C -21.253 39.535 -6.702
C -12.506 41.436 -11.224
C -10.034 40.484 -14.026
C -25.737 29.620 -12.584
C -12.141 42.001 -14.156
C -20.736 33.109 -15.334
C -11.862 23.786 -13.296
C -17.637 33.263 4.003
C -22.103 34.889 -15.118
C -11.082 30.998 -17.461
C -22.551 24.517 2.040
C -15.129 23.423 -13.763
C -22.001 34.393 -16.550
C -12.401 23.518 -2.055
C -21.700 26.840 1.498
C -22.992 26.017 1.885
C -24.971 27.536 -1.145
C -13.307 22.099 -3.881
C -13.117 40.030 -11.103
C -12.774 20.583 -0.357
C -24.417 28.799 -10.938
C -9.082 32.951 -2.706
C -10.577 31.267 -7.005
C -13.124 22.131 -2.366
C -11.758 21.261 0.449
C -13.626 37.950 -12.267
C -17.883 35.116 2.093
C -11.244 41.300 -12.012
C -10.807 23.333 -15.587
C -14.639 22.424 -0.295
C -23.868 25.181 -1.220
C -14.304 21.154 -14.696
C -12.662 31.161 -15.090
C -8.683 32.988 -6.797
C -14.546 22.658 -14.993
C -22.548 27.255 -0.738
H -8.659 32.980 -7.887
H -10.062 40.407 -15.113
H -18.928 34.807 2.059
H -16.213 23.317 -13.759
H -17.919 29.359 -9.022
H -11.858 22.346 0.430
H -10.469 40.726 -11.505
H -17.421 29.789 -5.259
H -10.577 31.547 -8.059
H -22.579 26.641 3.930
H -10.400 34.167 -6.595
H -21.615 35.854 -14.979
H -10.857 30.226 -6.841
H -18.281 28.756 -6.465
H -19.518 37.227 -6.345
H -10.709 22.657 -16.436
H -8.030 32.692 -2.827
H -16.496 29.053 -6.510
H -25.600 27.107 -11.814
H -12.697 24.348 -2.697
H -9.843 23.142 -15.116
H -14.976 24.501 -13.722
H -15.674 22.652 -0.043
H -10.908 24.304 -13.198
H -22.853 33.851 -16.961
H -22.528 28.338 -0.614
H -20.855 26.533 2.114
H -13.788 24.445 -16.719
H -23.942 25.380 -2.289
H -13.966 37.585 -13.236
H -11.703 20.950 -15.177
H -13.159 18.834 0.827
H -14.724 23.180 -12.780
H -14.916 20.400 -0.177
H -21.502 24.249 1.915
H -13.538 21.244 -12.649
H -15.196 20.686 -14.280
H -11.722 31.921 -3.962
H -11.379 31.810 -6.504
H -14.902 23.231 -2.374
H -13.020 31.554 -14.138
H -12.483 39.313 -10.581
H -12.329 41.790 -10.208
H -13.014 30.129 -15.079
H -9.137 33.818 -2.048
H -8.166 29.715 -6.996
H -8.288 30.339 -4.375
H -13.247 31.630 -15.881
H -11.516 30.001 -17.533
H -22.264 27.130 -1.783
H -24.823 24.718 -0.973
H -23.863 27.590 3.191
H -8.868 35.066 -6.737
H -14.858 41.123 -12.648
H -25.950 27.191 -0.812
H -12.204 41.834 -15.231
H -21.095 36.752 -5.558
H -17.745 35.728 2.984
H -15.673 39.779 -12.345
H -18.714 33.160 4.136
H -10.795 42.291 -12.075
H -22.391 37.149 -7.500
H -23.108 24.441 -0.966
H -11.710 38.346 -14.734
H -12.113 18.585 -0.610
H -7.624 33.080 -6.557
H -14.814 22.764 -16.960
H -13.124 42.320 -13.810
H -16.070 21.619 -16.107
H -22.954 23.949 1.201
H -17.659 31.081 -9.566
H -23.842 27.199 -12.215
H -12.403 23.830 -1.011
H -13.905 20.594 -15.542
H -11.900 23.252 -12.346
H -10.780 21.144 -0.017
H -11.197 21.267 -13.446
H -23.106 34.852 -14.692
H -12.547 22.328 -4.629
H -11.499 42.881 -14.115
H -10.797 24.336 -16.013
H -9.396 41.358 -13.895
H -21.805 27.913 1.656
H -12.605 24.583 -13.272
H -17.402 32.217 4.197
H -16.379 30.318 -8.773
H -24.820 28.606 -1.006
H -21.060 37.034 -8.457
H -11.339 23.362 -2.248
H -7.310 30.795 -5.879
H -21.657 35.099 -17.306
H -13.715 18.708 -0.851
H -24.154 25.885 3.838
H -20.446 27.104 -0.232
H -7.539 31.163 -7.572
H -9.656 39.554 -13.602
H -15.101 21.448 -2.145
H -11.449 19.972 -2.950
H -11.680 20.894 1.473
H -17.175 33.984 4.677
H -8.287 34.452 -4.431
H -10.150 30.945 -18.024
H -25.772 26.491 1.838
H -11.688 33.555 -4.636
H -25.035 27.370 -2.221
H -16.183 23.367 -16.097
H -13.235 42.106 -11.679
H -11.728 31.690 -18.001
H -23.509 29.388 -11.059
H -14.000 23.166 0.184
H -14.276 21.087 1.227
H -13.702 21.135 -4.203
H -9.259 32.097 -2.053
H -24.424 28.368 -9.936
H -21.279 25.622 -0.306
H -15.341 39.985 -13.938
H -12.702 37.439 -11.997
H -13.113 19.785 -13.457
H -22.793 24.257 3.070
H -14.064 22.837 -4.144
H -14.223 37.742 -11.380
H -11.629 33.490 -3.053
H -17.592 35.656 1.192
H -9.883 35.044 -4.433
H -13.998 40.157 -10.474
```

Here are the Mulliken charges for atoms 1 to 99, given in e: S 0.49; S 0.51; S 0.46; O -0.30; O -0.46; O -0.49; O -0.32; O -0.34; O -0.59; O -0.31; O -0.31; O -0.48; O -0.60; O -0.34; O -0.51; O -0.41; O -0.51; O -0.60; O -0.65; O -0.61; N 0.48; N -0.02; N 0.29; N 0.55; N 0.18; C -1.79; C -1.28; C 1.54; C -1.89; C -0.80; C -0.66; C -0.30; C -1.34; C -0.32; C -1.66; C -0.23; C 1.37; C 1.57; C -2.02; C -0.72; C -0.93; C -1.37; C 1.58; C -1.38; C 1.24; C 1.87; C -1.67; C -1.93; C -0.91; C 0.69; C -0.63; C -1.79; C 0.73; C -1.70; C 0.76; C -1.64; C -0.98; C -0.21; C -0.93; C -1.56; C -1.87; C -0.28; C -1.66; C -1.19; C 1.24; C -1.66; C -1.90; C -1.26; C 2.03; C -0.32; C -1.88; C -1.67; C 1.55; C -1.82; C -2.00; C -0.84; C -1.20; C -1.84; C -0.67; C -1.76; C -1.55; C -0.87; C -1.49; C 2.04; C -1.21; H 0.58; H 0.42; H 0.29; H 0.46; H 0.30; H 0.30; H 0.39; H 0.32; H 0.34; H 0.47; H 0.31; H 0.25; H 0.40; H 0.31


Quick rundown of E_HOMO, same order as above: -14.9; -8.2; -7.6 eV
Quick rundown of gap between HOMO and LUMO, same order as above: 9.891; 8.701; 7.729 eV
Quick rundown of energy above the lowest of the compared OMol25 structures with the same formula, charge and spin, same order as above: 1.172; 3.981; 5.718 eV